Record 1
Entry from the Open Molecules 2025 dataset: 8 unconnected molecules or ions with the total composition C65H145N7O (ωB97M-V/def2-TZVPD).

CARTESIAN COORDINATES (ANGSTROEM)
C: -3.30156 19.18030 11.71094
C: -3.86412 18.46001 12.99362
O: -5.19480 18.70912 13.23828
H: -3.65530 20.20785 11.59618
H: -3.56414 18.61411 10.81794
H: -2.20484 19.28569 11.69327
H: -3.20362 18.55694 13.87718
H: -3.82438 17.38941 12.69202
C: 1.23993 25.06217 13.22546
C: 0.02123 24.39383 13.85682
C: 0.13869 22.86456 13.86981
N: -0.79388 22.18893 14.86736
C: -0.35332 22.42310 16.29940
C: 1.01307 21.92487 16.64185
C: 1.18161 20.44194 16.29965
C: 0.55639 20.02794 14.93512
C: -0.77044 20.68093 14.54905
C: -2.21252 22.67771 14.64539
H: 1.39435 26.09888 13.51675
H: 1.30969 24.93143 12.14646
H: 2.12719 24.57418 13.64517
H: -0.86599 24.78897 13.35916
H: -0.05080 24.68197 14.90951
H: 1.13264 22.50882 14.12845
H: -0.11636 22.46316 12.88738
H: -0.76517 23.38192 16.61993
H: -1.09261 21.82544 16.85594
H: 1.85602 22.56047 16.36797
H: 0.95209 22.08096 17.72590
H: 2.17968 20.03163 16.40884
H: 0.51497 19.93390 17.00776
H: 1.31278 20.23527 14.17551
H: 0.36643 18.96025 15.04733
H: -1.01806 20.73616 13.48991
H: -1.60966 20.18992 15.04142
H: -2.27500 22.65635 13.56406
H: -2.16259 23.66999 15.08720
H: -2.94106 22.05114 15.14931
C: -8.46952 19.08986 20.30923
C: -7.64992 18.85454 19.02900
C: -7.85595 19.99234 18.02355
N: -7.15002 19.79243 16.70154
C: -7.63774 20.83935 15.71493
C: -7.08894 22.21228 16.05064
C: -5.57773 22.19350 16.13252
C: -5.08270 21.18184 17.17564
C: -5.60860 19.76545 16.90863
C: -7.57750 18.51362 15.98491
H: -8.38163 18.30251 21.05708
H: -9.52947 19.32402 20.23559
H: -7.98671 19.94345 20.79771
H: -8.02890 17.92416 18.59487
H: -6.61760 18.61284 19.28302
H: -7.57231 20.96063 18.42522
H: -8.91343 19.95600 17.76309
H: -8.72360 20.93147 15.68690
H: -7.33748 20.49720 14.72395
H: -7.50165 22.68974 16.93997
H: -7.27548 22.88779 15.21233
H: -5.19242 23.20553 16.27338
H: -5.25496 21.97682 15.10622
H: -5.17870 21.51586 18.20738
H: -4.00294 21.11070 16.99137
H: -5.31935 19.08508 17.70145
H: -5.26894 19.44741 15.91923
H: -8.64309 18.57652 15.79262
H: -7.25591 17.72227 16.66266
H: -7.00132 18.32249 15.07529
C: -6.34498 15.98920 10.15140
C: -6.13762 15.58583 11.62575
C: -7.15144 14.54405 12.02407
N: -7.01328 14.14222 13.47441
C: -7.94313 12.97940 13.75377
C: -7.78592 12.28036 15.07643
C: -6.33163 11.94864 15.33178
C: -5.46361 13.18472 15.28549
C: -5.55624 13.88865 13.94391
C: -7.43835 15.31350 14.38143
H: -7.38506 16.17357 9.89145
H: -5.97172 15.23573 9.44631
H: -5.72093 16.82898 9.84533
H: -6.29889 16.55055 12.11821
H: -5.11153 15.24187 11.73920
H: -7.07233 13.63789 11.42032
H: -8.18976 14.85897 11.91226
H: -7.81378 12.24737 12.95322
H: -8.96179 13.33678 13.59269
H: -8.40232 11.38050 15.09033
H: -8.14943 12.80572 15.96588
H: -5.93239 11.28480 14.54970
H: -6.18349 11.27567 16.17758
H: -4.45161 12.89521 15.57881
H: -5.73463 13.81533 16.13933
H: -5.15717 13.44159 13.02947
H: -4.98687 14.81930 13.98883
H: -7.02948 16.15282 13.81911
H: -7.03401 15.26999 15.38132
H: -8.52345 15.33230 14.30896
C: -2.81546 15.30280 9.47978
C: -3.20856 14.54996 8.19988
C: -2.25178 13.40996 7.92619
N: -2.72243 12.38608 6.91508
C: -3.97832 11.65789 7.36213
C: -4.30614 10.50243 6.41230
C: -3.14882 9.48692 6.27122
C: -1.92080 10.27634 5.78968
C: -1.57661 11.37396 6.83982
C: -3.02813 13.04378 5.58330
H: -3.46607 16.13098 9.76328
H: -1.85264 15.81683 9.46890
H: -2.81106 14.58736 10.30739
H: -3.05224 15.23612 7.36090
H: -4.25714 14.26005 8.16304
H: -2.05852 12.88434 8.86531
H: -1.29071 13.80804 7.60047
H: -3.81222 11.27693 8.37038
H: -4.82249 12.34193 7.42309
H: -5.16399 9.99827 6.87783
H: -4.83918 10.67611 5.47386
H: -3.01625 8.97346 7.22266
H: -3.34316 8.75946 5.48499
H: -1.08811 9.57405 5.77558
H: -2.16328 10.65486 4.80266
H: -1.34248 10.99636 7.83106
H: -0.73451 11.98259 6.50900
H: -3.13441 12.34955 4.76264
H: -2.16416 13.69880 5.46117
H: -3.89593 13.69484 5.65300
C: -2.87580 23.18290 10.80222
C: -2.07185 24.29227 10.03730
C: -3.09532 25.44926 9.89359
N: -2.47607 26.67363 9.20660
C: -1.50416 27.36873 10.17305
C: -1.17988 28.84020 9.85232
C: -2.45521 29.64652 9.70794
C: -3.32505 29.08528 8.62777
C: -3.63529 27.56634 8.80806
C: -1.71054 26.30843 7.94963
H: -3.69099 22.83411 10.17459
H: -3.24131 23.71373 11.68610
H: -2.32433 22.33473 11.20925
H: -1.87346 23.96014 9.02225
H: -1.21238 24.62976 10.60932
H: -3.38667 25.82498 10.87288
H: -3.97191 25.23304 9.28722
H: -2.03039 27.31322 11.12840
H: -0.59592 26.77434 10.24798
H: -0.43683 29.14739 10.58664
H: -0.64559 28.80357 8.89783
H: -2.96113 29.88294 10.64488
H: -2.02566 30.60350 9.39252
H: -4.26091 29.63184 8.74620
H: -2.89380 29.25075 7.64103
H: -4.35537 27.57553 9.62752
H: -4.14335 27.24917 7.90057
H: -2.39886 25.83947 7.25040
H: -0.77554 25.78024 8.09471
H: -1.47028 27.27907 7.51520
C: 0.67764 16.74331 10.84138
C: 2.09158 16.19060 10.96468
C: 3.05094 16.87418 9.99683
N: 4.44380 16.24576 9.84903
C: 5.25878 17.25389 9.04599
C: 6.74566 16.89555 8.95769
C: 7.40792 16.78737 10.30924
C: 6.58481 15.77814 11.11106
C: 5.09351 16.12396 11.24199
C: 4.31835 14.95323 9.08072
H: 0.26002 16.51642 9.86244
H: 0.62304 17.79818 11.11327
H: 0.02563 16.25165 11.56780
H: 2.06985 15.10109 10.87431
H: 2.51246 16.28020 11.97308
H: 3.23299 17.92712 10.19349
H: 2.62545 16.74146 8.99899
H: 5.13819 18.27630 9.40762
H: 4.86161 17.30843 8.03093
H: 7.21922 17.65610 8.33464
H: 6.89077 15.93608 8.45376
H: 7.53615 17.77368 10.76116
H: 8.41562 16.38786 10.19712
H: 7.00799 15.78466 12.11814
H: 6.73597 14.78927 10.68025
H: 4.99925 17.04203 11.81695
H: 4.54434 15.28525 11.66545
H: 3.41127 14.50370 9.47531
H: 5.09890 14.25363 9.37482
H: 4.34822 15.09906 8.00701
C: -2.11761 17.02911 15.98528
C: -1.83086 16.08596 17.16021
C: -0.41671 16.26542 17.79091
N: -0.12635 15.46123 19.04551
C: -0.88151 16.02304 20.26939
C: -0.77173 15.12462 21.50131
C: -1.05221 13.65990 21.28215
C: -0.28329 13.12437 20.06823
C: -0.50735 14.00219 18.82741
C: 1.36220 15.56320 19.36734
H: -2.97398 16.65702 15.42235
H: -1.34395 16.96047 15.20863
H: -2.15264 18.10171 16.17136
H: -1.75275 15.07912 16.74147
H: -2.68856 15.97691 17.82352
H: -0.08877 17.26687 18.07619
H: 0.34023 15.87933 17.10582
H: -1.92152 16.12948 19.97005
H: -0.36513 16.96302 20.44898
H: -1.45885 15.46688 22.27925
H: 0.20202 15.25856 21.97931
H: -2.06977 13.48383 20.90466
H: -1.01398 13.01356 22.15490
H: -0.64519 12.11748 19.85654
H: 0.79666 13.00189 20.18793
H: -1.57879 14.02439 18.62468
H: 0.02662 13.66312 17.94160
H: 2.01750 15.22376 18.57199
H: 1.42446 15.09790 20.34106
H: 1.50156 16.64263 19.44405

Cartesian forces, eV/Å:
C 0.4 0.2 0.7
C -1.7 -0.5 -1.3
O 0.5 0.4 0.6
H -0.4 -0.1 0.1
H -0.2 0.1 0.0
H 0.1 -0.3 0.2
H 0.3 0.4 0.0
H 0.8 -0.4 0.2
C 1.0 -0.7 0.6
C 0.3 0.2 0.5
C -0.6 0.3 -0.2
N 0.0 -0.8 0.0
C -2.3 -0.8 -0.4
C 0.5 0.7 1.0
C -2.2 0.0 0.1
C 0.8 0.4 -0.1
C 0.1 1.1 0.4
C 1.8 0.1 0.3
H -0.5 0.1 -0.2
H -0.2 0.1 0.0
H 0.1 0.0 -0.2
H -0.3 -0.5 0.1
H 0.1 0.4 -0.1
H 0.1 0.3 0.0
H 0.0 -0.1 0.0
H 1.2 0.6 -0.3
H 0.3 -0.5 -0.1
H -0.2 0.0 -0.5
H 0.6 -0.4 0.1
H 0.1 0.2 0.0
H 0.4 -0.1 0.4
H -0.2 -0.4 -0.3
H 0.2 -0.1 -0.6
H 0.3 -0.9 -0.1
H -0.1 0.3 0.2
H -0.8 0.3 0.0
H -0.7 0.2 -0.4
H 0.1 -0.1 -0.1
C 1.1 1.0 0.8
C -1.0 -0.9 0.0
C -0.2 -1.2 0.0
N -0.2 -0.7 -0.7
C 0.6 1.2 0.2
C 0.6 0.8 -0.5
C -0.1 0.0 -0.1
C 1.0 0.0 -1.0
C -1.1 1.5 -1.3
C 1.1 -0.4 1.3
H 0.1 -0.3 -0.4
H 0.0 -0.1 -0.6
H -0.3 0.1 0.2
H 0.0 0.1 -0.2
H 0.1 0.5 0.1
H 0.0 0.0 -0.1
H -0.1 0.5 0.1
H -0.1 -0.7 0.5
H 0.4 0.1 0.0
H -0.3 -0.3 0.0
H -0.7 -0.1 0.1
H 0.0 -0.1 0.6
H 0.3 -0.7 0.2
H -0.4 0.0 0.0
H 0.1 -0.2 0.4
H -0.4 -0.2 -0.1
H 0.3 -0.2 0.1
H -0.1 -0.2 0.2
H -0.7 -0.3 0.0
H 0.1 0.8 -0.2
C 0.7 -0.8 -0.8
C -0.6 1.1 -1.4
C 0.3 -0.3 0.4
N 0.2 0.6 2.9
C -0.5 -0.4 -0.7
C 0.3 -0.2 1.0
C 0.5 -1.4 -0.9
C -0.1 -0.6 0.9
C 0.0 0.1 -1.3
C -0.4 0.0 -2.3
H 0.0 0.2 0.1
H -0.4 -0.4 0.2
H -0.3 0.4 0.5
H 0.4 -0.2 0.6
H 0.0 0.1 0.2
H 0.3 -0.1 0.1
H 0.1 0.3 0.0
H 0.4 0.0 0.0
H 0.1 0.3 0.1
H 0.1 0.0 -0.4
H -0.1 0.6 -0.4
H -0.4 0.1 -0.3
H -0.1 0.7 0.5
H 0.3 0.1 -0.7
H -0.2 0.5 -0.4
H 0.5 -1.0 0.7
H -0.7 0.4 0.0
H -0.1 0.4 0.7
H -0.1 -0.4 0.0
H 0.0 0.2 0.5
C -0.2 -0.2 0.5
C 0.7 1.3 -0.9
C -0.5 -0.3 0.6
N -0.6 -0.2 0.6
C -0.1 -0.4 -0.6
C -1.1 -1.6 0.7
C -0.4 1.1 -0.6
C 0.0 -0.6 2.1
C -0.3 0.3 -2.4
C 1.2 0.8 0.7
H -0.5 -0.3 -0.3
H 0.3 -0.5 -0.4
H 0.1 0.2 0.2
H -0.4 0.1 0.0
H 0.0 -0.1 0.4
H -0.1 -0.3 -0.2
H 0.0 -0.1 -0.3
H 0.3 -0.1 0.0
H 0.2 0.3 -0.2
H 0.3 -0.1 0.5
H 0.8 1.0 -0.3
H 0.3 -0.1 0.0
H -0.4 -0.2 0.3
H 0.2 0.3 -0.4
H 0.6 0.1 -0.1
H -0.4 -0.1 0.1
H 0.2 -0.1 0.0
H 0.0 -0.1 0.2
H 0.0 -0.1 -0.7
H -0.2 -0.3 0.3
C 0.7 1.2 0.2
C -2.2 -0.4 0.0
C 1.5 0.7 -0.3
N 0.6 -0.3 -0.5
C -0.6 0.3 0.5
C -0.2 -2.1 -0.4
C 2.1 1.3 0.1
C 0.0 -0.7 0.1
C -0.4 2.1 0.7
C -0.7 1.3 -0.3
H -0.1 -0.1 0.2
H -0.6 -0.3 0.0
H 0.3 0.0 -0.5
H 0.7 -0.2 0.1
H 0.2 -0.1 -0.2
H -0.3 -0.1 0.0
H 0.0 -0.5 0.1
H 0.1 0.1 0.1
H -0.1 -0.2 -0.2
H -0.3 0.3 0.2
H 0.0 0.4 0.0
H -0.1 -0.5 0.1
H -0.7 0.3 -0.1
H -0.2 -0.3 -0.7
H -0.1 0.2 0.0
H 0.1 -0.6 0.1
H 0.3 -0.7 0.1
H 0.1 -0.4 0.1
H -0.2 -0.3 0.4
H 0.2 -0.1 -0.2
C 0.0 -0.3 0.8
C 0.8 -0.1 0.9
C 0.1 -1.1 -0.9
N 0.0 2.0 0.1
C 0.8 -0.1 -0.9
C -0.1 0.1 -0.3
C -0.2 -0.2 -0.2
C 0.3 0.7 0.8
C 0.7 -1.4 -1.2
C 0.3 -0.4 1.5
H 0.0 0.4 -0.1
H 0.0 0.1 -0.5
H 0.1 -0.1 0.0
H 0.0 0.0 -0.6
H -0.4 0.4 0.1
H -0.3 0.0 0.2
H 0.0 0.5 -0.1
H -0.1 -0.3 0.7
H -0.3 -0.4 0.1
H 0.0 0.0 -0.1
H -0.2 0.1 -0.2
H -0.3 -0.1 0.3
H 0.0 0.0 0.0
H -0.2 -0.4 0.1
H -0.1 -0.1 0.1
H -0.5 0.1 -0.3
H 0.1 0.2 0.5
H -0.2 -0.1 -0.6
H 0.3 0.3 -0.2
H -0.2 0.2 0.1
C 0.8 -0.5 -0.7
C 1.0 -0.5 -0.4
C 0.0 -0.2 0.7
N 0.0 -0.9 0.2
C 0.5 -0.7 -0.3
C 0.1 0.1 1.0
C -0.6 -0.6 -1.9
C 0.9 -0.1 -0.2
C -0.6 0.1 0.7
C -1.5 1.2 0.0
H -0.4 0.5 0.3
H 0.3 -0.2 0.3
H -0.5 -0.1 0.5
H -0.2 0.0 -0.3
H 0.3 0.6 0.5
H -0.5 0.3 -0.3
H -0.2 0.2 -0.3
H 0.0 0.2 -0.1
H -0.5 0.3 0.1
H -0.1 0.4 -0.3
H 0.1 -0.1 -0.1
H -0.3 0.6 0.5
H 0.6 0.3 0.2
H 0.0 0.1 -0.3
H 0.0 0.0 0.4
H 0.0 -0.1 -0.2
H 0.1 -0.1 0.0
H -0.2 -0.6 0.1
H 0.9 -0.1 -0.2
H 0.4 -0.1 0.3

Properties
- net charge = +6
- lowest unoccupied orbital energy (eV) = -10.09
- ΔE to the lowest compared entry with this formula, charge and spin (kJ/mol) = 0.0
- orbital gap (eV) = 6.3

Record 2
Entry from the Open Molecules 2025 dataset: a molecular structure, C5H10O4Pb (ωB97M-V/def2-TZVPD).

CARTESIAN COORDINATES (ANGSTROEM)
O: -0.45024 1.54303 -2.21951
C: 0.81150 1.21271 -2.41178
C: 1.64643 0.85369 -1.41358
O: -1.02044 2.60556 1.29874
C: 1.23994 -0.36022 0.78565
C: -0.04938 -0.75163 1.46505
O: -1.16610 -0.53656 0.59911
C: -1.68707 -1.70424 -0.02905
H: 1.23642 1.37114 -3.41328
H: 2.71394 0.65725 -1.50403
H: 2.07042 -0.29322 1.50230
H: 1.50151 -1.16340 0.07864
H: -0.01525 -1.79521 1.80354
H: -0.21937 -0.12856 2.35249
H: -2.08106 -1.39173 -1.00187
H: -0.89585 -2.45460 -0.16708
H: -2.49859 -2.11808 0.58431
Pb: -1.00125 1.38728 -0.33821
O: 1.09691 0.82652 -0.13197
H: -1.23246 2.24029 2.16053

Cartesian forces, eV/Å:
O 2.9 0.4 -5.6
C 0.7 0.6 -0.3
C 0.6 -0.7 -0.9
O 0.9 1.9 2.1
C 0.9 -0.7 -2.3
C -0.3 0.6 1.0
O 0.6 -3.5 1.9
C -0.2 -0.5 -0.2
H -0.1 -0.3 0.3
H -0.4 0.1 0.0
H -0.3 0.6 -0.3
H 0.1 0.1 0.2
H 0.2 0.2 -0.2
H 0.0 -0.1 -0.2
H 0.0 -0.1 0.2
H -0.2 0.2 -0.1
H 0.2 0.1 -0.2
Pb -6.7 2.0 1.6
O 1.3 -0.9 2.8
H 0.0 0.0 0.2

Properties
- lowest unoccupied orbital energy (eV) = 0.43
- ΔE to the lowest compared entry with this formula, charge and spin (kJ/mol) = 0.0
- orbital gap (eV) = 6.9

Record 3
Entry from the Open Molecules 2025 dataset: a molecular structure, C6H7NOPtS3Sb (ωB97M-V/def2-TZVPD).

CARTESIAN COORDINATES (ANGSTROEM)
Pt: -0.78085 -1.86689 0.22823
O: 1.72747 -1.53176 0.11628
C: 2.20882 -0.20911 0.09827
C: 1.04198 0.75057 0.09827
C: 1.32460 2.10843 0.08018
C: 0.28902 3.01961 0.06566
C: -1.01528 2.55019 0.06658
C: -1.21936 1.18898 0.08841
N: -0.21223 0.29803 0.10944
H: 2.44159 -2.17656 0.06917
H: 2.80644 -0.01372 -0.79526
H: 2.83101 0.00546 0.97054
H: 2.35769 2.43512 0.07617
H: 0.49435 4.08247 0.05658
H: -1.86375 3.22018 0.05097
H: -2.21419 0.76291 0.08911
S: -3.42180 -4.57611 -2.14665
Sb: -3.05670 -4.16009 0.06280
S: -3.10212 -1.77129 0.34009
S: -0.63669 -4.11643 0.27519

Cartesian forces, eV/Å:
Pt 0.6 -0.2 0.0
O 0.2 0.0 0.0
C -0.2 -0.1 0.0
C 0.0 0.0 0.0
C 0.0 0.1 0.0
C 0.0 0.1 0.0
C -0.1 0.0 0.0
C 0.1 -0.1 0.0
N -0.2 0.1 0.0
H 0.0 0.1 0.0
H 0.0 0.0 -0.1
H 0.0 0.0 0.1
H 0.0 0.0 0.0
H 0.0 0.0 0.0
H 0.0 0.0 0.0
H 0.0 0.0 0.0
S -0.1 -0.1 0.1
Sb -0.2 0.0 -0.3
S -0.3 0.1 0.1
S 0.1 0.1 0.1

Properties
- lowest unoccupied orbital energy (spin up / spin down) (eV) = 0.02 / -2.06
- ΔE to the lowest compared entry with this formula, charge and spin (kJ/mol) = 26.4
- 2S+1 = 4
- orbital gap (spin up / spin down) (eV) = 6.7 / 5.4

no.,electronic energy (eV)
1,-82175.1738
2,-18779.6439
3,-52162.2529